Record 1
The following is a quantum chemistry calculation of one molecule with the formula C5H4N2O in a non-equilibrium geometry, from OMol25.

Output
E_HOMO   -9.214 eV
Multiplicity   1
Energy relative to the best compared isomer or geometry (same formula, charge and spin)   401.76 kJ/mol
Kohn-Sham gap   8.549 eV
Electronic energy   -10272.59840 eV
LUMO   -0.665 eV
SMILES   O=Nc1ccccn1

Geometry as XYZ:
```
12
Properties=species:S:1:pos:R:3:nbo_charge:R:1
C 0.9613 -0.4777 -0.1562 0.2465
C 0.6125 0.8287 -0.0074 -0.2759
C -0.6725 1.1277 -0.0151 -0.1829
C -1.6567 0.1395 -0.1508 -0.2351
C -1.1353 -1.2074 -0.0659 0.0549
H 1.4513 1.6612 0.0989 0.2497
H -0.9040 2.0631 0.1773 0.2106
H -2.7954 0.1277 -0.1059 0.2371
H -1.6037 -2.1408 0.4280 0.2029
N 2.5711 -0.8557 0.1414 0.2010
N 0.0705 -1.4539 -0.1489 -0.4395
O 3.1009 0.1876 -0.1953 -0.2692
```

Record 2
The following is a quantum chemistry calculation of one molecule with the formula C5H4N2O in a non-equilibrium geometry, from OMol25.

Output
E_HOMO   -8.378 eV
Multiplicity   1
Energy relative to the best compared isomer or geometry (same formula, charge and spin)   363.35 kJ/mol
Kohn-Sham gap   9.216 eV
Electronic energy   -10272.99644 eV
LUMO   0.838 eV
SMILES   c1n[nH]c2cocc12

Geometry as XYZ:
```
12
Properties=species:S:1:pos:R:3:nbo_charge:R:1
C -1.4278 1.1405 0.0668 0.0084
C 0.0912 0.6212 -0.2501 -0.1716
C 1.3825 1.1067 -0.1344 0.1151
C 1.3269 -1.0708 0.2412 -0.0069
C 0.0453 -0.7677 -0.1980 0.0413
H -1.7752 -1.9669 0.0099 0.3977
H -1.8260 2.1786 0.4916 0.2336
H 2.0625 1.8799 -0.2885 0.2193
H 1.8198 -1.9873 -0.1670 0.2028
N -1.4019 -1.0733 -0.1285 -0.4570
N -2.2468 0.1283 0.1555 -0.2105
O 2.0939 0.0415 0.1764 -0.3722
```

Record 3
The following is a quantum chemistry calculation of C5H4N2O as an isolated structure in a non-equilibrium geometry, from OMol25.

Output
E_HOMO   -8.401 eV
Multiplicity   1
Energy relative to the best compared isomer or geometry (same formula, charge and spin)   782.56 kJ/mol
Kohn-Sham gap   7.057 eV
Electronic energy   -10268.65168 eV
LUMO   -1.345 eV

Geometry as XYZ:
```
12
Properties=species:S:1:pos:R:3:nbo_charge:R:1
C 0.7555 0.5916 -0.1602 0.3991
C 2.0116 -1.1640 -0.0453 0.3378
C -0.0398 -0.6309 -0.1848 -0.0385
C -1.5525 -0.5704 -0.0700 -0.0609
C -2.7583 -0.7049 0.0337 -0.2192
H -0.8894 1.7569 -0.8597 0.4239
H 0.0729 2.6259 1.3305 0.3088
H 3.0170 -1.7760 0.5815 0.2215
H -3.8645 -0.5199 -0.1355 0.2599
N 0.2941 1.8907 -0.2044 -0.7740
N 0.9246 -1.7438 -0.1839 -0.4281
O 2.0288 0.2447 -0.1017 -0.4303
```

Record 4
The following is a quantum chemistry calculation of one molecule with the formula C5H4N2O in a non-equilibrium geometry, from OMol25.

Output
E_HOMO   -9.762 eV
Multiplicity   1
Energy relative to the best compared isomer or geometry (same formula, charge and spin)   579.74 kJ/mol
Kohn-Sham gap   9.216 eV
Electronic energy   -10270.75370 eV
LUMO   -0.546 eV
SMILES   C#C/C(C=O)=N\N=C

Geometry as XYZ:
```
12
Properties=species:S:1:pos:R:3:nbo_charge:R:1
C -2.3706 -0.6590 0.1742 -0.0724
C 0.8989 -0.2245 -0.2103 0.0758
C 2.1677 -1.0409 0.0262 0.3863
C 0.8271 1.2595 -0.2166 -0.1188
C 0.3726 2.4101 -0.1667 -0.1590
H -2.3967 -0.6089 1.3412 0.1685
H -3.2398 -0.3546 -0.1905 0.1698
H 1.9504 -2.1131 0.0731 0.1620
H -0.1966 3.5425 0.2048 0.3049
N -1.2817 -0.6224 -0.6468 -0.2353
N -0.0125 -1.1339 -0.3025 -0.1795
O 3.2811 -0.4548 -0.0860 -0.5024
```

Record 5
The following is a quantum chemistry calculation of one molecule with the formula C5H4N2O2S in a non-equilibrium geometry, from OMol25.

Output
E_HOMO   -9.217 eV
Multiplicity   1
Energy relative to the best compared isomer or geometry (same formula, charge and spin)   448.13 kJ/mol
Kohn-Sham gap   7.554 eV
Electronic energy   -23155.01097 eV
LUMO   -1.663 eV
SMILES   O=[N+]([O-])[C@@H]1C=CC=NC1=S

Geometry as XYZ:
```
14
Properties=species:S:1:pos:R:3:nbo_charge:R:1
C -1.5240 -0.4251 -0.4277 -0.2554
C -0.6346 -1.0396 0.3720 -0.1341
C -1.2579 0.9815 -0.7615 0.1572
C 0.3822 1.2015 0.7785 0.0153
C 0.6314 -0.4045 0.6730 -0.2413
N -0.4234 1.7643 -0.1596 -0.4550
N 1.6195 -0.6684 -0.4226 0.5303
O 1.2258 -0.2735 -1.5682 -0.3977
O 2.6902 -1.0704 -0.0511 -0.3155
S 1.1334 2.0310 1.8918 0.1532
H -2.4619 -0.7441 -0.9150 0.2437
H -0.7358 -2.1591 0.6655 0.2356
H -1.7503 1.5772 -1.5872 0.2129
H 1.1054 -0.7708 1.5120 0.2509
```

Record 6
The following is a quantum chemistry calculation of one molecule with the formula C5H4N2O4 in a non-equilibrium geometry, from OMol25.

Output
E_HOMO   -9.039 eV
Multiplicity   1
Energy relative to the best compared isomer or geometry (same formula, charge and spin)   568.23 kJ/mol
Kohn-Sham gap   8.655 eV
Electronic energy   -16414.00464 eV
LUMO   -0.384 eV
SMILES   O=[N+]([O-])c1ccc(/C=N/O)o1

Geometry as XYZ:
```
15
Properties=species:S:1:pos:R:3:nbo_charge:R:1
C 2.3096 0.5923 0.0363 -0.0477
C 0.8518 0.8938 -0.0757 0.2633
C 0.0381 2.0261 -0.0291 -0.2887
C -1.3206 1.5879 -0.0179 -0.2601
C -1.2241 0.2456 -0.1640 0.2863
H 3.9533 -1.9300 0.0309 0.4861
H 3.0329 1.4154 0.2325 0.2065
H 0.3092 3.0418 0.2305 0.2340
H -2.1904 2.1774 0.0524 0.2525
N 2.6394 -0.6899 -0.0144 -0.0833
N -2.3391 -0.7613 0.0257 0.5540
O 3.9666 -0.9536 0.1176 -0.5271
O 0.0737 -0.1854 -0.1668 -0.3654
O -3.3876 -0.2944 0.2408 -0.3605
O -2.0447 -1.8942 -0.0820 -0.3500
```

Record 7
The following is a quantum chemistry calculation of one molecule with the formula C5H4N2O4 in a non-equilibrium geometry, from OMol25.

Output
E_HOMO   -9.604 eV
Multiplicity   1
Energy relative to the best compared isomer or geometry (same formula, charge and spin)   730.18 kJ/mol
Kohn-Sham gap   8.704 eV
Electronic energy   -16412.32611 eV
LUMO   -0.899 eV
SMILES   O=[N+]([O-])c1ccc(/C=N\O)o1

Geometry as XYZ:
```
15
Properties=species:S:1:pos:R:3:nbo_charge:R:1
C -0.0500 1.0513 -1.7511 -0.0388
C 0.1143 0.2144 -0.6235 0.2383
C -0.3645 -1.0464 -0.2338 -0.2554
C 0.0827 -1.2210 1.0363 -0.2476
C 0.7527 -0.1558 1.4066 0.2991
H -2.9218 0.6877 -2.9269 0.4838
H 0.6711 1.4630 -2.2405 0.2183
H -0.8554 -1.6834 -0.9353 0.2566
H -0.1036 -2.0798 1.8393 0.2738
N -0.9452 1.1408 -2.6133 -0.0486
N 1.4561 0.1612 2.6479 0.5145
O -2.0838 0.2676 -2.2013 -0.6177
O 0.8203 0.7896 0.4140 -0.3644
O 2.0624 1.1826 2.6843 -0.3093
O 1.3647 -0.7720 3.4973 -0.4027
```

Record 8
The following is a quantum chemistry calculation of one molecule with the formula C5H4N2OS in a non-equilibrium geometry, from OMol25.

Output
E_HOMO (alpha / beta)   -8.509 / -8.508 eV
Multiplicity   1
Energy relative to the best compared isomer or geometry (same formula, charge and spin)   230.21 kJ/mol
Kohn-Sham gap (alpha / beta)   7.321 / 7.319 eV
Electronic energy   -21109.10051 eV
LUMO (alpha / beta)   -1.188 / -1.189 eV
SMILES   Cc1s[nH]c(=O)c1C#N

Geometry as XYZ:
```
13
Properties=species:S:1:pos:R:3:nbo_charge:R:1
C -0.6450 1.9548 -0.3392 0.2257
C -0.8472 0.6246 -0.1065 -0.2480
C 0.7178 -0.3788 0.0901 -0.1085
C -1.8872 -0.3084 -0.0668 0.5578
C 2.0484 0.1456 0.2550 -0.7288
N -0.3470 3.0677 -0.4937 -0.3169
N -1.3911 -1.5942 0.0136 -0.7824
O -3.0887 -0.1154 -0.0646 -0.6221
S 0.2377 -1.9428 0.0037 0.7701
H 2.7561 -0.6462 0.5166 0.2398
H 2.1620 1.1654 0.8420 0.2878
H 2.3848 0.4618 -0.7447 0.2718
H -2.1007 -2.4341 0.0945 0.4538
```

Record 9
The following is a quantum chemistry calculation of one molecule with the formula C5H4N2S in a non-equilibrium geometry, from OMol25.

Output
E_HOMO   -9.154 eV
Multiplicity   1
Energy relative to the best compared isomer or geometry (same formula, charge and spin)   254.25 kJ/mol
Kohn-Sham gap   7.544 eV
Electronic energy   -19062.09412 eV
LUMO   -1.609 eV
SMILES   N#C/C=C\N=C/C=S

Geometry as XYZ:
```
12
Properties=species:S:1:pos:R:3:nbo_charge:R:1
C -0.6937 -1.4947 1.1465 0.2472
C 1.2549 0.7746 0.6811 0.1209
C 0.3627 1.3521 1.7309 -0.3952
C -0.0216 -0.4301 -0.8596 0.0810
C -0.7427 -1.4204 -0.2533 -0.4115
N -0.7660 -1.5872 2.2815 -0.3276
N 0.9685 0.2032 -0.3980 -0.3777
S 0.7932 2.5696 2.6272 0.1836
H 2.2498 1.1457 0.7144 0.1899
H -0.5612 0.7703 1.9078 0.2294
H -0.0164 -0.2712 -1.9478 0.2098
H -1.2490 -2.1511 -0.8045 0.2501
```

Number 3 is which compound? C5H4N2O

energy relative to the best compared isomer or geometry (same formula, charge and spin) of number 4 (C5H4N2O)? 579.74 kJ/mol